Entry 1:
Computed, not measured: a molecular structure, C29H31BCeF3N5S3SeSi in a non-equilibrium geometry, with ωB97M-V/def2-TZVPD.

Positions of all 75 atoms, in Å:
Ce (12.75, 14.49, 9.24)
Se (14.10, 12.28, 8.04)
S (13.87, 13.54, 13.99)
S (10.50, 12.33, 9.63)
S (10.16, 16.16, 9.53)
Si (14.06, 10.56, 9.55)
F (13.48, 22.85, 10.45)
F (12.43, 23.46, 8.53)
F (14.69, 23.35, 8.64)
N (9.69, 13.20, 7.13)
N (14.95, 15.09, 10.44)
N (9.45, 16.31, 12.15)
N (8.30, 14.73, 11.10)
N (8.25, 13.62, 8.78)
C (9.28, 15.70, 10.89)
C (12.47, 19.47, 7.57)
C (13.46, 17.22, 7.92)
C (15.16, 14.36, 11.61)
C (8.62, 15.71, 13.06)
C (7.93, 14.74, 12.45)
C (17.48, 14.15, 11.14)
C (11.63, 13.74, 12.61)
C (12.70, 14.16, 11.70)
C (13.46, 18.65, 8.13)
C (17.26, 14.86, 9.96)
C (13.61, 15.97, 7.71)
C (10.64, 12.39, 6.32)
C (14.55, 19.26, 8.90)
C (13.39, 21.35, 8.68)
C (7.74, 14.16, 7.60)
C (13.83, 10.76, 11.40)
C (13.52, 22.80, 9.07)
C (16.42, 13.90, 12.01)
C (9.46, 12.97, 8.51)
C (12.09, 13.53, 13.86)
C (12.45, 20.84, 7.82)
C (16.03, 15.43, 9.68)
C (14.46, 20.58, 9.21)
C (10.40, 17.34, 12.54)
C (12.88, 9.19, 9.00)
C (15.84, 9.99, 9.17)
C (13.95, 14.11, 12.32)
C (8.60, 13.89, 6.59)
B (7.62, 13.65, 10.17)
H (13.58, 9.76, 11.85)
H (18.06, 14.91, 9.19)
H (11.69, 21.49, 7.37)
H (7.82, 12.54, 10.60)
H (11.46, 13.27, 14.70)
H (15.84, 16.00, 8.77)
H (6.80, 14.69, 7.60)
H (16.18, 9.16, 9.83)
H (11.40, 16.89, 12.68)
H (15.14, 21.10, 9.91)
H (8.72, 14.31, 5.60)
H (10.28, 11.43, 6.04)
H (11.91, 9.33, 9.50)
H (16.58, 10.83, 9.29)
H (11.58, 12.33, 6.89)
H (6.42, 13.83, 10.12)
H (7.21, 13.97, 12.75)
H (11.75, 18.99, 6.95)
H (12.71, 9.18, 7.88)
H (13.23, 8.16, 9.21)
H (14.71, 11.15, 11.95)
H (15.34, 18.58, 9.29)
H (15.87, 9.69, 8.11)
H (10.76, 12.95, 5.36)
H (10.63, 13.65, 12.21)
H (10.06, 17.91, 13.38)
H (8.59, 16.10, 14.06)
H (18.50, 13.80, 11.32)
H (10.57, 18.04, 11.71)
H (16.54, 13.22, 12.81)
H (12.96, 11.36, 11.63)

The total energy comes out at -6082.54911 a.u. As for the HOMO-LUMO gap (alpha / beta): 6.15 / 6.13 eV. As for the LUMO energy (alpha / beta): -1.613 / -1.628 eV. The value obtained for the energy above the lowest of the compared OMol25 structures with the same formula, charge and spin is 130.8 kJ/mol. The calculation puts the HOMO energy (alpha / beta) at -7.76 / -7.76 eV. As for the net charge: 0. The calculation puts the molecular weight at 860.771 g/mol.

***

Entry 2:
Computed, not measured: a molecular structure, C32H35Br2KN3O5S4 in a non-equilibrium geometry, with ωB97M-V/def2-TZVPD.

Positions of all 82 atoms, in Å:
Br (0.55, 3.40, 2.13)
Br (6.64, 4.69, -1.86)
K (-0.13, 0.94, -1.03)
S (-2.31, -1.24, -0.92)
S (-1.89, -0.92, -4.57)
S (0.43, -3.27, 0.21)
S (0.66, -3.55, -3.58)
O (-2.09, 1.44, -1.94)
O (-0.64, -0.09, 1.14)
O (2.18, 1.82, -0.65)
O (-4.30, 1.76, -1.57)
O (1.75, 0.51, -2.42)
N (1.24, -0.04, 4.04)
N (0.03, 0.04, 3.35)
N (-1.50, 2.73, 0.41)
C (-0.62, -1.91, -5.41)
C (1.38, 0.93, 5.13)
C (-1.16, -3.82, -0.51)
C (-2.41, -1.32, 5.80)
C (-2.22, 4.00, 2.32)
C (3.66, -0.02, 3.46)
C (4.38, 2.96, -2.00)
C (-3.42, -1.55, -2.32)
C (-3.09, 1.88, -1.32)
C (0.25, -0.07, 1.97)
C (2.22, -0.09, 3.06)
C (-3.59, -0.16, 4.07)
C (1.63, -3.89, -1.01)
C (3.44, 2.16, -2.65)
C (4.42, 2.74, -4.77)
C (-1.19, -0.28, 4.00)
C (-1.20, -1.02, 5.18)
C (1.69, -0.16, 1.83)
C (-3.54, 3.93, 1.86)
C (2.37, 1.43, -1.83)
C (-3.82, 3.25, 0.69)
C (3.47, 2.05, -4.03)
C (-2.78, -2.16, -3.58)
C (-2.30, -2.89, -0.14)
C (-2.77, 2.67, -0.02)
C (-2.39, 0.16, 3.44)
C (-3.61, -0.89, 5.25)
C (-1.27, 3.37, 1.54)
C (5.37, 3.53, -4.13)
C (0.69, -2.07, -4.64)
C (1.81, -3.03, -2.26)
C (5.33, 3.62, -2.75)
H (-2.38, 0.73, 2.52)
H (-2.07, -2.93, -3.31)
H (2.57, -3.90, -0.45)
H (-4.55, -1.13, 5.73)
H (-2.30, -2.68, 0.94)
H (-1.02, -3.86, -1.58)
H (2.73, 1.41, -4.50)
H (-4.33, 4.40, 2.43)
H (1.54, 1.94, 4.75)
H (0.87, -1.21, -4.01)
H (4.33, 3.05, -0.92)
H (1.39, -4.92, -1.25)
H (-3.56, -2.59, -4.20)
H (-4.82, 3.15, 0.29)
H (1.63, -1.98, -2.05)
H (-3.86, -0.56, -2.52)
H (3.88, -0.75, 4.24)
H (4.29, -0.22, 2.59)
H (2.21, -0.21, 0.88)
H (2.83, -3.13, -2.64)
H (0.49, 0.92, 5.74)
H (6.12, 4.07, -4.69)
H (-1.95, 4.51, 3.23)
H (4.44, 2.67, -5.85)
H (-2.41, -1.90, 6.72)
H (-3.25, -3.38, -0.38)
H (2.23, 0.64, 5.75)
H (3.92, 0.97, 3.85)
H (-4.52, 0.18, 3.62)
H (1.54, -2.17, -5.33)
H (-1.37, -4.82, -0.13)
H (-0.42, -1.36, -6.33)
H (-4.22, -2.21, -1.97)
H (-0.27, -1.39, 5.59)
H (-1.05, -2.88, -5.70)

The total energy comes out at -9121.75216 a.u. As for the HOMO-LUMO gap: 7.70 eV. As for the LUMO energy: 2.157 eV. The value obtained for the energy above the lowest of the compared OMol25 structures with the same formula, charge and spin is 85.5 kJ/mol. The calculation puts the HOMO energy at -5.54 eV. As for the net charge: -1. The calculation puts the molecular weight at 868.822 g/mol.

***

Entry 3:
Computed, not measured: a single C19H15BrN4O2 molecule in a non-equilibrium geometry, with ωB97M-V/def2-TZVPD.

Positions of all 41 atoms, in Å:
Br (0.30, -3.38, 4.15)
O (2.28, -3.38, -1.43)
O (0.46, 1.10, -0.16)
N (0.62, 2.82, 2.69)
N (1.07, -1.51, -0.82)
N (-0.02, 3.97, 3.11)
N (1.15, -3.27, 0.54)
C (-2.78, -0.94, -4.08)
C (-0.04, -0.75, 3.01)
C (-1.60, -1.17, -4.77)
C (-1.52, -0.63, -2.09)
C (2.12, 2.68, 2.76)
C (0.69, -1.13, 0.43)
C (-1.56, 2.30, 2.73)
C (0.80, -2.19, 1.35)
C (0.50, 0.18, 0.83)
C (1.02, -0.58, -1.97)
C (-2.69, -0.71, -2.75)
C (-0.31, 1.77, 2.47)
C (0.46, -2.00, 2.70)
C (1.17, 0.91, -1.46)
C (-0.40, -1.03, -4.14)
C (-0.07, 0.34, 2.07)
C (1.39, -2.88, -0.72)
C (-1.31, 3.66, 3.18)
C (-0.25, -0.84, -2.72)
H (-1.63, -0.43, -1.00)
H (2.23, 1.20, -1.50)
H (-3.77, -1.05, -4.61)
H (1.38, -4.18, 0.91)
H (1.82, -0.78, -2.71)
H (-0.47, -0.78, 4.02)
H (2.73, 2.88, 1.89)
H (-2.06, 4.38, 3.50)
H (0.51, -1.35, -4.61)
H (-3.61, -0.48, -2.16)
H (-1.60, -1.35, -5.81)
H (2.29, 1.66, 3.14)
H (2.47, 3.41, 3.47)
H (-2.52, 1.84, 2.67)
H (0.72, 1.67, -2.11)

Its SMILES is Cn1nccc1-c1cc(Br)c2[nH]c(=O)n3c2c1OC[C@@H]3c1ccccc1. The total energy comes out at -3676.48407 a.u. As for the HOMO-LUMO gap: 8.66 eV. As for the LUMO energy: 0.427 eV. The calculation puts the HOMO energy at -8.23 eV. As for the net charge: 0. The calculation puts the molecular weight at 411.259 g/mol.

***

Entry 4:
Computed, not measured: 7 unconnected molecules or ions with the total composition C20H42FNO11S4 in a non-equilibrium geometry, with ωB97M-V/def2-TZVPD.

Positions of all 79 atoms, in Å:
S (19.33, 24.03, 21.96)
S (19.74, 25.52, 13.99)
S (22.42, 25.07, 18.20)
S (15.71, 27.81, 21.33)
F (17.11, 28.50, 17.67)
O (20.11, 24.38, 14.80)
O (23.40, 25.68, 19.01)
O (19.50, 22.65, 21.43)
O (19.91, 25.13, 21.28)
O (17.10, 27.62, 21.34)
O (21.06, 25.42, 18.43)
O (14.93, 27.52, 22.53)
O (20.66, 26.58, 13.77)
O (21.51, 29.48, 18.92)
O (22.86, 30.02, 20.68)
O (20.93, 29.00, 21.12)
N (19.09, 27.26, 19.13)
C (18.28, 25.93, 14.77)
C (22.72, 30.09, 22.08)
C (17.63, 24.66, 24.00)
C (22.86, 25.85, 16.67)
C (19.05, 25.08, 12.48)
C (13.64, 27.46, 19.84)
C (21.69, 29.04, 22.38)
C (13.85, 28.97, 19.85)
C (23.43, 24.67, 15.78)
C (17.58, 24.61, 12.76)
C (21.76, 29.51, 20.13)
C (22.21, 27.66, 22.62)
C (17.32, 24.92, 14.34)
C (20.04, 24.15, 23.55)
C (15.11, 29.21, 20.45)
C (22.83, 23.38, 16.25)
C (18.94, 23.99, 24.54)
C (22.84, 23.37, 17.87)
C (14.99, 26.81, 20.14)
C (17.66, 24.26, 22.49)
H (22.08, 22.62, 18.23)
H (20.77, 25.04, 23.61)
H (18.98, 25.93, 11.78)
H (18.86, 22.96, 24.75)
H (17.35, 23.98, 14.83)
H (14.73, 25.82, 20.50)
H (19.53, 24.16, 12.00)
H (16.80, 25.41, 12.31)
H (24.53, 24.40, 15.69)
H (17.05, 23.45, 22.30)
H (23.24, 25.12, 14.69)
H (20.72, 23.48, 23.54)
H (22.39, 31.11, 22.48)
H (17.31, 23.82, 12.56)
H (18.56, 26.21, 15.76)
H (13.80, 29.33, 18.77)
H (21.83, 23.41, 15.97)
H (18.87, 26.28, 19.35)
H (19.94, 27.70, 19.59)
H (23.92, 23.22, 18.04)
H (16.58, 24.12, 24.50)
H (17.22, 24.99, 21.86)
H (16.16, 25.02, 14.43)
H (19.21, 27.37, 18.24)
H (13.05, 26.94, 20.44)
H (18.41, 27.78, 19.70)
H (15.08, 30.16, 21.21)
H (19.03, 24.41, 25.56)
H (22.70, 27.30, 21.84)
H (20.97, 29.46, 23.14)
H (13.08, 29.45, 20.14)
H (22.00, 26.44, 16.05)
H (23.03, 27.70, 23.24)
H (21.29, 27.16, 23.02)
H (15.64, 26.69, 19.23)
H (13.37, 27.21, 18.69)
H (17.65, 25.63, 24.09)
H (15.85, 29.43, 19.77)
H (23.18, 22.39, 15.91)
H (23.48, 29.93, 22.77)
H (23.68, 26.72, 16.75)
H (18.10, 27.07, 14.49)

The total energy comes out at -3361.82702 a.u. As for the HOMO-LUMO gap: 8.19 eV. As for the LUMO energy: 0.377 eV. The value obtained for the energy above the lowest of the compared OMol25 structures with the same formula, charge and spin is 286.5 kJ/mol. The calculation puts the HOMO energy at -7.81 eV. As for the net charge: 0. The calculation puts the molecular weight at 619.818 g/mol.

***

What did the third record say?
Computed, not measured: a single C19H15BrN4O2 molecule in a non-equilibrium geometry, with ωB97M-V/def2-TZVPD.

Positions of all 41 atoms, in Å:
Br (0.30, -3.38, 4.15)
O (2.28, -3.38, -1.43)
O (0.46, 1.10, -0.16)
N (0.62, 2.82, 2.69)
N (1.07, -1.51, -0.82)
N (-0.02, 3.97, 3.11)
N (1.15, -3.27, 0.54)
C (-2.78, -0.94, -4.08)
C (-0.04, -0.75, 3.01)
C (-1.60, -1.17, -4.77)
C (-1.52, -0.63, -2.09)
C (2.12, 2.68, 2.76)
C (0.69, -1.13, 0.43)
C (-1.56, 2.30, 2.73)
C (0.80, -2.19, 1.35)
C (0.50, 0.18, 0.83)
C (1.02, -0.58, -1.97)
C (-2.69, -0.71, -2.75)
C (-0.31, 1.77, 2.47)
C (0.46, -2.00, 2.70)
C (1.17, 0.91, -1.46)
C (-0.40, -1.03, -4.14)
C (-0.07, 0.34, 2.07)
C (1.39, -2.88, -0.72)
C (-1.31, 3.66, 3.18)
C (-0.25, -0.84, -2.72)
H (-1.63, -0.43, -1.00)
H (2.23, 1.20, -1.50)
H (-3.77, -1.05, -4.61)
H (1.38, -4.18, 0.91)
H (1.82, -0.78, -2.71)
H (-0.47, -0.78, 4.02)
H (2.73, 2.88, 1.89)
H (-2.06, 4.38, 3.50)
H (0.51, -1.35, -4.61)
H (-3.61, -0.48, -2.16)
H (-1.60, -1.35, -5.81)
H (2.29, 1.66, 3.14)
H (2.47, 3.41, 3.47)
H (-2.52, 1.84, 2.67)
H (0.72, 1.67, -2.11)

Its SMILES is Cn1nccc1-c1cc(Br)c2[nH]c(=O)n3c2c1OC[C@@H]3c1ccccc1. The total energy comes out at -3676.48407 a.u. As for the HOMO-LUMO gap: 8.66 eV. As for the LUMO energy: 0.427 eV. The calculation puts the HOMO energy at -8.23 eV. As for the net charge: 0. The calculation puts the molecular weight at 411.259 g/mol.

***

What is the formula in the fourth record? C20H42FNO11S4

***

Look up the molecular weight of the first one. 860.771 g/mol

***

net charge of number 4 (C20H42FNO11S4)? 0